# 1
Formula: C27H45O19P5S2
Source: the OMol25 dataset
Level of theory: ωB97M-V with the def2-TZVPD basis set

Structure (XYZ):
```
98
Properties=species:S:1:pos:R:3:mulliken_charge:R:1
C 2.6890 -5.8830 -2.1757 -1.046
C 3.1563 -4.7255 -3.1012 -0.102
S 2.5368 -4.8915 -4.8037 -0.225
C 1.6591 -3.3548 -5.2977 -0.785
C 1.5002 -2.3006 -4.2050 0.754
C 2.3638 -1.1955 -4.2657 -0.957
C 2.2559 -0.2154 -3.2809 -0.895
C 1.3253 -0.3078 -2.2520 -0.869
C 0.4896 -1.4044 -2.2014 1.011
C 0.5494 -2.4158 -3.1837 0.436
C -0.4287 -3.5776 -3.0829 -0.329
O -0.1715 -4.7216 -3.3733 -0.497
C -1.8042 -3.2038 -2.5333 0.051
C -2.9662 -3.8139 -2.9685 -0.578
C -4.2071 -3.4495 -2.4430 0.312
C -5.5406 -4.0859 -2.8224 -0.871
P -5.9003 -4.1601 -4.6262 0.991
O -7.0216 -3.2485 -4.8911 -0.677
O -6.4552 -5.6684 -4.9312 -0.531
O -4.6161 -3.8424 -5.5298 -0.475
C -4.2365 -2.4225 -1.4951 -1.572
C -3.0846 -1.7845 -1.0303 0.293
P -3.3223 -0.4589 0.2315 1.055
O -2.0991 0.5833 0.3008 -0.495
O -3.6470 -1.1524 1.6623 -0.470
S -4.9055 0.5357 -0.2972 -0.372
C -1.8510 -2.2051 -1.5502 0.943
C -0.5377 -1.6226 -1.1001 -0.658
O -0.2370 -1.3533 0.0446 -0.428
H 3.2205 -5.7664 -1.2159 0.301
H 2.9141 -6.8563 -2.6335 0.342
H 1.6195 -5.8037 -1.9365 0.214
H 2.8956 -3.7833 -2.5994 0.027
H 4.2559 -4.7643 -3.1547 0.460
H 0.6711 -3.6398 -5.6883 0.338
H 2.2353 -2.8994 -6.1127 0.516
H 3.1107 -1.1234 -5.0568 0.433
H 2.9592 0.6160 -3.3625 0.399
H 1.3001 0.4691 -1.4876 0.596
H -2.8869 -4.5895 -3.7332 0.591
H -6.3518 -3.5299 -2.3402 0.395
H -5.5597 -5.1037 -2.3896 0.492
H -6.9640 -5.9504 -4.1584 0.357
H -4.9903 -3.5362 -6.3746 0.356
H -5.2034 -2.1230 -1.0829 0.282
H -1.5553 0.5609 -0.4983 0.354
H -4.4231 -1.7079 1.4871 0.414
C 4.8969 -3.1947 1.7084 -0.773
O 5.2530 -2.0569 2.5076 -0.344
P 4.1303 -0.8066 2.5406 1.080
O 4.5834 -0.0588 1.3213 -0.649
O 4.7466 -0.1988 3.9028 -0.327
C 6.1514 -0.0302 4.0409 -0.703
O 2.6962 -0.0045 2.8278 -0.273
C 1.4880 -0.7705 2.6224 -0.712
H 5.6765 -3.9461 1.8113 0.318
H 3.9496 -3.6213 2.0420 0.325
H 4.8151 -2.9065 0.6570 0.313
H 6.6180 0.2317 3.0912 0.324
H 6.5931 -0.9421 4.4432 0.255
H 6.3302 0.7773 4.7498 0.257
H 1.4518 -1.6191 3.3087 0.382
H 1.4379 -1.1253 1.5937 0.377
H 0.6352 -0.1245 2.8162 0.204
C -2.8500 2.1020 2.7761 -0.015
O -3.8196 3.1291 2.5303 -0.109
P -3.8545 4.3643 3.6629 0.942
O -4.8156 3.7750 4.6489 -0.688
O -4.5736 5.3751 2.6278 -0.318
C -5.7008 4.9423 1.8775 -0.624
O -3.2953 5.6650 4.5471 -0.322
C -1.9208 5.5616 4.9721 -0.669
H -2.8761 1.3927 1.9532 -0.466
H -1.8477 2.5330 2.8304 0.286
H -3.0726 1.5804 3.7114 0.397
H -6.3147 4.2436 2.4456 0.325
H -5.3681 4.4846 0.9453 0.207
H -6.3046 5.8159 1.6335 0.251
H -1.2579 5.4963 4.1074 0.294
H -1.7880 4.6781 5.6025 0.338
H -1.6684 6.4488 5.5471 0.255
C 3.1246 2.6737 1.1433 -0.666
O 2.3475 3.8455 0.8285 -0.270
P 2.6062 5.1849 1.8133 0.888
O 1.6289 4.8585 2.9007 -0.565
O 1.9877 6.1773 0.6979 -0.312
C 0.7678 5.8524 0.0447 -0.572
O 3.3617 6.5014 2.5216 -0.290
C 4.7356 6.3120 2.9066 -0.748
H 2.9032 1.9027 0.4092 0.116
H 4.1918 2.8967 1.1081 0.374
H 2.8639 2.3031 2.1374 0.378
H 0.0859 5.3237 0.7107 0.249
H 0.9744 5.2531 -0.8424 0.232
H 0.2928 6.7798 -0.2725 0.257
H 5.3532 6.0968 2.0324 0.333
H 4.8197 5.4949 3.6282 0.343
H 5.0898 7.2301 3.3688 0.234
```

Output
**Multiplicity**: 1
**HOMO**: -8.64 eV
**Total charge**: 0
**ΔE to the lowest compared entry with this formula, charge and spin**: 115.03 kcal/mol
**SMILES**: CCSCc1cccc2c1C(=O)c1cc(CP(=O)(O)O)cc(P(O)(O)=S)c1C2=O.COP(=O)(OC)OC.COP(=O)(OC)OC.COP(=O)(OC)OC
**HOMO-LUMO gap**: 0.26230 hartree

# 2
Formula: C3H5AlO4
Source: the OMol25 dataset
Level of theory: ωB97M-V with the def2-TZVPD basis set

Structure (XYZ):
```
13
Properties=species:S:1:pos:R:3:mulliken_charge:R:1
O -0.2991 -0.3803 1.3687 -0.570
C -0.0459 1.3246 -0.2377 0.956
C 0.4626 -1.2532 0.5624 -0.272
O 0.6270 2.2917 0.2231 -0.315
O 0.5146 0.4945 -1.1228 -0.286
C 0.2991 -0.9088 -0.9080 -0.474
H 0.1065 -2.2786 0.7319 0.317
H 1.5319 -1.1738 0.8254 0.316
H -0.7104 -1.1729 -1.2552 0.312
H 1.0651 -1.4120 -1.5077 0.335
Al -0.9640 3.0224 0.5560 0.674
O -1.3590 1.3941 -0.1250 -0.427
H -1.2287 0.0523 0.8890 0.434
```

Output
**Multiplicity**: 2
**HOMO (spin up / spin down)**: -14.75 / -14.86 eV
**Total charge**: +1
**ΔE to the lowest compared entry with this formula, charge and spin**: 19.94 kcal/mol
**HOMO-LUMO gap (spin up / spin down)**: 0.34902 / 0.25661 hartree

# 3
Formula: C12H14BeI2N2
Source: the OMol25 dataset
Level of theory: ωB97M-V with the def2-TZVPD basis set

Structure (XYZ):
```
31
Properties=species:S:1:pos:R:3:mulliken_charge:R:1
C 0.9752 2.2727 1.1657 -0.277
C 2.3082 1.0653 0.8058 -0.657
H 0.7091 2.7963 0.2521 0.278
H 1.6321 2.9157 1.7660 0.602
H 0.1623 2.1319 1.8924 0.006
H 2.4727 0.6944 -0.2095 0.338
H 3.0101 1.9193 0.7742 0.454
H 2.7049 0.4695 1.6345 0.290
C -1.8659 1.7749 0.4680 0.066
C -3.1618 1.6548 -0.0223 -0.745
C -3.5127 0.5436 -0.7907 -0.553
C -2.5321 -0.4134 -1.0219 -0.813
H -1.5713 2.6433 1.0422 0.402
H -3.8599 2.4469 0.2075 0.385
H -4.5156 0.4321 -1.1895 0.439
H -2.7180 -1.2962 -1.6275 0.343
N -0.9265 0.8279 0.2618 0.580
C -1.2654 -0.2628 -0.4661 0.559
C -0.2167 -1.2539 -0.5577 0.797
N 0.9080 -0.9214 0.1195 0.419
C 1.9187 -1.8033 0.1545 0.179
C 0.7095 -3.3765 -1.2078 -0.523
C 1.8625 -3.0287 -0.4965 -0.766
H 2.7953 -1.5074 0.7332 0.386
H 2.7257 -3.6791 -0.4372 0.387
C -0.3398 -2.4725 -1.2308 -0.882
H -1.2673 -2.6635 -1.7565 0.364
H 0.6396 -4.3307 -1.7256 0.431
Be 0.7209 0.6737 0.9740 -1.530
I 1.1175 1.9668 -2.6842 -0.735
I 0.3810 -0.2195 3.1725 -0.224
```

Output
**Multiplicity**: 1
**HOMO**: -6.97 eV
**Total charge**: 0
**ΔE to the lowest compared entry with this formula, charge and spin**: 81.73 kcal/mol
**HOMO-LUMO gap**: 0.21154 hartree

# 4
Formula: C3H9NO2
Source: the OMol25 dataset
Level of theory: ωB97M-V with the def2-TZVPD basis set

Structure (XYZ):
```
15
Properties=species:S:1:pos:R:3:mulliken_charge:R:1
C -1.6054 4.2412 1.7341 -0.505
O -2.3241 5.4979 0.8005 -0.331
C -1.4376 5.7681 -0.3563 0.185
O -0.2606 5.5118 -0.7426 -0.463
H -0.7275 4.5556 2.3219 0.251
H -2.0921 4.0634 2.8008 0.261
H -1.4434 3.5263 0.9543 0.267
H -2.1066 6.0562 -1.1316 0.335
C 2.1378 -6.2207 -0.5340 -0.553
N 1.2619 -4.9202 -1.3029 -0.576
H 3.2200 -5.9830 -0.2531 0.288
H 1.4181 -6.4955 0.2441 0.240
H 1.6116 -7.0706 -1.0274 0.245
H 1.8621 -4.0197 -1.5934 0.167
H 0.4858 -4.5108 -1.9143 0.188
```

Output
**Multiplicity**: 1
**HOMO**: -8.23 eV
**Total charge**: 0
**ΔE to the lowest compared entry with this formula, charge and spin**: 176.10 kcal/mol
**SMILES**: COC=O.CN
**HOMO-LUMO gap**: 0.33125 hartree

# 5
Formula: C4H6BrClO2
Source: the OMol25 dataset
Level of theory: ωB97M-V with the def2-TZVPD basis set

Structure (XYZ):
```
14
Properties=species:S:1:pos:R:3:mulliken_charge:R:1
Cl -1.4504 -3.2808 0.7757 -0.121
C -0.0089 -2.3980 1.1836 -0.016
Br 0.6281 -2.6319 2.9678 -0.105
C -0.5284 -0.8500 0.9785 -0.107
O -0.7475 -0.8712 -0.4133 -0.351
C -0.7690 0.4862 -0.8463 -0.425
C 0.0007 1.2632 0.2175 -0.184
O 0.4387 0.2108 1.1583 -0.375
H 0.7810 -2.3899 0.4586 0.369
H -1.4809 -0.8130 1.5005 0.319
H -1.7590 0.8147 -0.9768 0.270
H -0.4480 0.3681 -1.9129 0.230
H 0.9914 1.6799 -0.1654 0.203
H -0.6031 1.8693 0.8837 0.293
```

Output
**Multiplicity**: 1
**HOMO**: -10.04 eV
**Total charge**: 0
**ΔE to the lowest compared entry with this formula, charge and spin**: 30.17 kcal/mol
**SMILES**: Cl[C@H](Br)C1OCCO1
**HOMO-LUMO gap**: 0.39946 hartree

# 6
Formula: C4H10AlBrCl2O2P
Source: the OMol25 dataset
Level of theory: ωB97M-V with the def2-TZVPD basis set

Structure (XYZ):
```
21
Properties=species:S:1:pos:R:3:mulliken_charge:R:1
O 3.2504 -2.3500 -1.2272 -0.706
P 3.6798 -0.8529 -1.4514 0.269
Al 1.7864 0.1809 -2.4421 0.215
C 0.2856 -0.0139 -1.0296 -0.402
C -1.1220 -0.3778 -1.6375 0.475
O -1.8874 0.5495 -1.9703 -0.575
Br -1.5985 -2.3163 -1.7877 -0.224
H 4.8553 -0.7811 -2.2712 0.005
H 3.8891 -0.2884 -0.1357 0.009
H 2.1131 1.7406 -2.7039 -0.257
H 1.4041 -0.4940 -3.8481 -0.229
H 0.2891 0.9737 -0.4463 0.233
H 0.5444 -0.8278 -0.2645 0.189
Cl -1.4862 2.5915 2.5261 -0.195
C -2.6119 1.2121 2.4478 -0.435
C -1.9797 -0.0702 2.9492 -0.540
Cl -0.7060 -0.6609 1.8557 -0.082
H -2.9552 1.1137 1.4167 0.304
H -3.4709 1.4698 3.0702 0.327
H -2.7353 -0.8563 3.0084 0.286
H -1.5443 0.0580 3.9414 0.333
```

Output
**Multiplicity**: 1
**HOMO**: -4.68 eV
**Total charge**: -1
**HOMO-LUMO gap**: 0.26887 hartree

# 7
Formula: C4H8N4
Source: the OMol25 dataset
Level of theory: ωB97M-V with the def2-TZVPD basis set

Structure (XYZ):
```
16
Properties=species:S:1:pos:R:3:mulliken_charge:R:1
H 0.6348 -1.3282 0.2050 0.320
N 1.4459 -0.9960 0.8137 -0.565
C 1.0141 -0.3074 1.8241 -0.001
N -0.1982 0.2769 2.2362 -0.180
C -1.3609 0.4238 1.4710 0.011
N -1.5935 0.7043 0.2259 -0.399
C -0.8626 0.6265 -0.8790 0.020
N -0.5264 -0.4303 -1.4206 -0.510
C 0.4116 -0.3067 -2.5593 -0.711
H 1.9321 -0.0238 2.4820 0.267
H -0.3110 0.2774 3.3279 0.307
H -2.2512 0.5385 2.1751 0.249
H -0.5348 1.5936 -1.2104 0.380
H 0.1159 -1.0645 -3.3097 0.284
H 1.4870 -0.6927 -2.3489 0.234
H 0.5971 0.7085 -3.0331 0.295
```

Output
**Multiplicity**: 1
**HOMO**: -9.15 eV
**Total charge**: 0
**ΔE to the lowest compared entry with this formula, charge and spin**: 58.81 kcal/mol
**SMILES**: [H]/N=C\N/C=N\C=N\C
**HOMO-LUMO gap**: 0.35379 hartree